ORCA calculation (the ωB97M-V functional and the def2-TZVPD basis) on 16 unconnected molecules or ions with the total composition C54H113N5O16 in a non-equilibrium geometry.

Its total energy is -3602.8312 Ha. Its spin multiplicity is 1. The calculation puts the LUMO energy at 0.244 eV. Its net charge is 0. The HOMO-LUMO gap is 9.39 eV.

Each line ends with the Mulliken charge.
Cartesian coordinates (Å):
C: -0.302808 0.631119 -6.066057  0.305
C: -0.763620 1.220690 -4.704332  0.822
C: -2.182075 1.787894 -5.013041  -0.139
O: -2.544947 1.409302 -6.342648  -0.525
C: -1.622729 0.362697 -6.722904  -0.824
H: 0.410706 -0.206601 -6.087215  0.291
H: 0.224868 1.441437 -6.590980  -0.387
H: -0.071637 1.965970 -4.322027  -0.286
H: -0.826810 0.466731 -3.908272  -0.383
H: -2.175709 2.864560 -4.906279  0.286
H: -2.960269 1.373086 -4.362702  0.024
H: -1.378064 0.365345 -7.783461  0.440
H: -2.086459 -0.596645 -6.473730  0.302
C: -2.196805 4.652112 -1.650572  -0.337
C: -1.976041 5.777194 -0.574884  -0.619
C: -0.628498 6.287492 -1.016166  -0.527
O: 0.121623 5.162696 -1.463412  -0.297
C: -0.795054 4.072182 -1.661717  1.642
H: -2.570346 5.018972 -2.609920  0.387
H: -2.960220 3.961940 -1.288345  0.111
H: -2.032438 5.349070 0.427814  0.103
H: -2.733370 6.536427 -0.671045  0.457
H: -0.127751 6.950280 -0.305938  0.381
H: -0.839249 7.022570 -1.868522  0.257
H: -0.692079 3.337751 -0.863112  -0.678
H: -0.581030 3.549799 -2.588299  -0.773
C: 1.293187 3.080421 1.827001  0.960
C: 2.504201 3.632376 1.058645  1.419
C: 2.525025 5.092506 1.482849  -0.528
O: 1.953360 5.117546 2.840493  -0.539
C: 1.390300 3.875951 3.140949  -0.266
H: 1.377711 2.016204 1.977472  -0.559
H: 0.375346 3.239249 1.278323  -0.413
H: 2.311154 3.574076 -0.024973  -1.230
H: 3.400855 3.078494 1.320571  0.180
H: 1.946473 5.759356 0.837476  0.146
H: 3.523961 5.476435 1.575415  0.324
H: 0.424768 3.942599 3.653978  0.333
H: 2.008807 3.246479 3.788754  0.098
C: -5.707135 -3.778000 1.980173  0.051
C: -6.606137 -2.611484 2.105082  0.254
C: -7.947258 -3.277579 2.522575  -0.709
O: -7.617564 -4.440413 3.326019  -0.467
C: -6.240749 -4.804348 3.094042  -0.353
H: -4.673341 -3.472244 2.131318  -0.287
H: -5.857051 -4.300188 1.024913  0.298
H: -6.690785 -2.060717 1.152153  0.282
H: -6.201463 -2.025343 2.947016  -0.158
H: -8.448757 -3.583894 1.611613  0.298
H: -8.643143 -2.691051 3.097608  0.335
H: -6.187240 -5.887258 2.811162  0.212
H: -5.659413 -4.691966 4.013364  0.222
C: 3.332060 2.838179 -6.731446  0.607
C: 2.282953 3.605272 -7.522204  -0.561
C: 3.144894 4.089146 -8.705468  -0.573
O: 4.192175 3.123537 -8.909802  -0.438
C: 4.123353 2.174649 -7.840498  -0.499
H: 2.781923 2.164065 -6.051582  -0.404
H: 3.902615 3.519452 -6.071140  0.153
H: 1.870192 4.511896 -7.099460  0.409
H: 1.470039 2.967829 -7.880479  0.184
H: 3.569835 5.057790 -8.450482  0.273
H: 2.626277 4.175462 -9.661549  0.316
H: 5.154138 2.004532 -7.475405  0.249
H: 3.718321 1.182885 -8.101613  0.276
C: -3.694561 -2.216039 -1.995790  -0.599
C: -4.106924 -0.933285 -2.709265  -0.320
C: -3.854638 0.108458 -1.602038  -0.158
O: -2.632745 -0.326915 -1.031885  0.284
C: -2.901531 -1.747945 -0.790522  0.643
H: -3.177122 -2.876517 -2.678578  0.363
H: -4.589640 -2.695141 -1.600393  0.259
H: -5.105623 -0.899719 -3.120829  0.522
H: -3.308226 -0.693398 -3.422305  -0.082
H: -4.601843 -0.005892 -0.802639  -0.315
H: -3.771411 1.111313 -2.022256  0.229
H: -3.391271 -1.737147 0.182540  -0.111
H: -1.921117 -2.254009 -0.582274  -0.937
C: 2.144233 1.164582 5.548133  -0.050
C: 2.411034 0.277846 6.757234  -0.798
C: 1.842057 -1.048016 6.338413  -0.327
O: 0.694320 -0.731674 5.583195  -0.362
C: 0.828406 0.567201 4.988298  0.455
H: 2.951482 0.977406 4.828558  -0.424
H: 2.145704 2.222191 5.848732  0.564
H: 1.929924 0.649697 7.663655  0.269
H: 3.484255 0.202501 6.924329  0.395
H: 1.577629 -1.791247 7.094147  0.419
H: 2.562889 -1.616863 5.710713  0.062
H: -0.099924 1.137140 5.141953  0.143
H: 0.932184 0.515879 3.877789  -0.362
C: -4.697975 2.582355 3.600239  -0.786
C: -5.627306 1.435837 3.081981  -0.122
C: -5.393612 1.482634 1.559194  -0.398
O: -4.026700 1.722967 1.446778  -0.161
C: -3.736895 2.790311 2.442520  -0.348
H: -4.248550 2.283369 4.547205  0.315
H: -5.343882 3.446465 3.741574  0.284
H: -6.686084 1.696256 3.217465  0.472
H: -5.340125 0.457459 3.443505  -0.176
H: -5.973500 2.350887 1.220628  0.256
H: -5.766326 0.560675 1.113907  0.175
H: -4.018113 3.714732 1.939515  0.374
H: -2.702939 2.621439 2.738789  0.110
C: 1.744394 -3.488316 3.789118  1.015
C: 0.506232 -4.097298 3.147477  1.082
C: 0.789902 -5.529092 3.144052  -0.493
O: 2.157763 -5.732034 3.496785  -0.548
C: 2.777578 -4.487056 3.351485  -0.621
H: 1.737823 -3.341493 4.861363  -0.181
H: 2.033343 -2.567820 3.274571  -0.419
H: 0.400454 -3.651784 2.167372  -0.869
H: -0.386638 -3.840602 3.716103  -0.129
H: 0.620440 -5.917669 2.141521  0.349
H: 0.212501 -6.158510 3.830174  0.214
H: 3.009324 -4.368929 2.285964  0.181
H: 3.642734 -4.484349 3.996624  0.457
C: 4.635461 -1.725420 -4.506668  -0.820
C: 3.316102 -1.324381 -3.778834  0.214
C: 3.689387 0.061237 -3.198171  0.712
O: 4.726848 0.673387 -3.975390  -0.626
C: 5.178419 -0.329597 -4.965773  -0.370
H: 4.349281 -2.351068 -5.337650  0.411
H: 5.267032 -2.232323 -3.781077  0.318
H: 3.038853 -2.066572 -3.041002  0.004
H: 2.581710 -1.189028 -4.571840  -0.061
H: 4.108269 -0.075745 -2.199215  0.063
H: 2.822970 0.724036 -3.135970  -0.353
H: 6.271180 -0.403293 -5.048309  0.390
H: 4.710274 -0.076190 -5.939270  0.007
C: 4.511150 0.233134 2.065800  1.005
C: 5.567155 0.834729 3.033745  -0.485
C: 6.636517 -0.224091 2.887264  -0.599
O: 5.890285 -1.477391 2.942703  -0.530
C: 4.608571 -1.222026 2.362497  0.714
H: 4.774193 0.587766 1.064292  0.110
H: 3.582051 0.684062 2.431627  -0.835
H: 5.130116 0.772816 4.040833  0.049
H: 5.922955 1.851187 2.884299  0.497
H: 7.316582 -0.216634 3.727450  0.436
H: 7.136712 -0.119877 1.914374  0.250
H: 3.836757 -1.631314 3.018124  -0.507
H: 4.457493 -1.859579 1.479785  -0.134
O: 1.992349 -5.085204 -2.321206  -0.730
C: 1.696450 -4.345416 -1.369651  0.160
N: 2.619499 -3.812341 -0.533943  -0.026
C: 0.238427 -4.157583 -1.033334  0.070
H: 3.516626 -3.825854 -0.991238  0.256
H: 2.417047 -3.034065 0.093153  -0.019
H: -0.240665 -3.803797 -1.954006  0.279
H: 0.017229 -3.456200 -0.244022  -0.470
H: -0.207455 -5.114800 -0.797787  0.315
O: -2.708116 -5.155692 0.255759  -0.474
C: -3.144397 -6.042012 1.002983  0.541
N: -3.811701 -7.110893 0.533251  -0.393
C: -2.773345 -6.074999 2.433242  -0.806
H: -3.972656 -8.009693 0.918880  0.185
H: -3.962954 -6.991633 -0.450234  0.281
H: -3.452116 -6.589532 3.101373  0.436
H: -2.596653 -5.080557 2.832379  -0.096
H: -1.817683 -6.589681 2.538455  0.435
O: -3.039274 -2.582386 3.831161  -0.490
C: -2.785297 -1.466970 4.254123  0.659
N: -2.524645 -0.464737 3.357964  1.250
C: -2.690785 -1.161095 5.719509  -1.389
H: -2.510594 0.512916 3.586429  -0.394
H: -2.800595 -0.702671 2.425421  -0.587
H: -1.850328 -0.532762 6.059406  0.174
H: -2.810808 -2.082207 6.269310  0.394
H: -3.623731 -0.606266 5.951978  0.378
O: 1.697052 -1.115606 0.685781  -0.639
C: 0.737483 -0.393301 0.322966  0.492
N: -0.403359 -0.373213 0.979427  1.254
C: 0.778581 0.444881 -0.900695  1.500
H: -0.432224 -0.898130 1.847687  -0.162
H: -1.261697 0.001767 0.596928  -0.719
H: 1.140468 1.474752 -0.725843  -0.399
H: -0.207186 0.528119 -1.398412  -0.298
H: 1.444876 0.015742 -1.639063  -0.718
O: 4.292869 5.094933 -1.651247  -0.697
C: 4.167211 4.111580 -2.359135  0.230
N: 5.167646 3.223216 -2.526847  -0.246
C: 2.809410 3.824817 -2.971818  1.572
H: 6.002690 3.390018 -1.964975  0.231
H: 5.090139 2.368817 -3.051602  0.338
H: 2.236448 4.739649 -3.101348  0.573
H: 2.227843 3.306572 -2.190623  -1.102
H: 2.807053 3.196896 -3.874039  -0.728

Forces on the atoms, in the same order (eV/Å):
0.3 1.0 1.0
0.0 -0.7 0.3
0.2 -0.5 0.2
1.4 -0.3 -0.4
-0.3 -0.1 -0.9
-0.5 0.0 0.5
-0.3 -0.1 -0.1
0.0 0.3 -0.1
0.0 -0.1 -0.3
-0.2 0.3 -0.2
0.3 0.1 0.3
-0.9 0.2 -0.4
0.3 -0.1 0.2
-0.3 0.4 1.4
-0.5 -0.7 -1.1
-0.6 1.7 -1.0
-0.2 0.0 0.2
-0.2 -0.1 -0.3
0.4 0.3 0.0
0.2 -0.3 0.0
0.3 0.0 0.0
-0.3 0.4 0.1
0.5 -0.8 0.3
0.4 -1.1 0.5
0.1 0.0 0.3
0.3 0.1 -0.3
0.5 0.4 0.1
-1.1 0.2 -0.8
-0.2 -0.2 1.1
0.2 0.3 -0.6
-0.4 -1.5 -0.4
0.0 -0.5 0.2
-0.4 0.3 -0.1
0.4 -0.1 0.3
0.2 0.1 0.0
-0.1 -0.3 0.0
0.5 0.3 -0.1
0.0 0.5 -0.1
0.4 0.4 0.3
0.1 -2.5 0.4
-1.2 0.3 0.9
0.9 -0.5 -0.1
0.6 0.6 -0.6
0.3 0.6 -0.7
0.1 -0.4 -0.1
0.3 0.3 0.0
0.0 0.1 0.6
-0.4 0.4 -0.5
-0.3 -0.3 -0.3
-0.1 0.5 0.3
0.0 0.9 -0.1
-0.2 0.1 0.1
-1.4 0.1 1.1
0.5 0.7 -1.5
-0.1 -0.4 -0.4
-0.6 -0.4 0.6
1.5 0.0 0.9
0.6 -0.2 -0.2
0.1 -0.3 -0.6
-0.2 -0.1 0.7
0.1 -0.1 0.1
0.3 0.1 -0.1
-0.2 0.1 0.1
-0.3 -0.1 -0.4
-0.2 0.4 -0.4
-1.1 -0.3 0.4
1.3 0.9 0.8
-0.3 -0.6 -0.2
0.3 -0.4 -0.1
2.3 0.8 0.6
0.2 -0.3 0.2
0.0 -0.4 -0.3
-0.1 -0.1 -0.3
-0.6 -0.1 -0.5
-0.3 0.6 -0.3
0.0 0.1 0.5
-0.7 -0.6 -0.1
-0.9 0.4 -0.6
-0.2 -0.2 0.4
0.6 -0.1 0.6
0.6 -0.9 -0.7
-0.8 0.4 -0.5
0.4 0.2 -0.9
-0.2 0.3 0.0
-0.2 -0.3 -0.4
0.0 0.0 -0.1
0.0 0.0 0.3
-0.2 0.5 0.3
-0.1 0.5 0.0
0.3 0.0 0.4
-0.1 -0.4 0.6
-1.2 -1.1 -0.1
-0.3 0.8 -0.8
-0.8 0.4 1.7
1.0 0.5 0.3
-0.6 -1.4 -0.9
0.2 0.3 -0.1
0.3 0.2 0.2
0.3 -0.5 0.6
-0.2 -0.2 0.4
0.0 -0.1 -0.6
0.5 0.1 -0.4
0.8 0.3 0.1
0.1 0.7 -0.4
0.8 0.8 -1.1
-0.8 2.3 1.2
0.2 -2.6 -0.5
-0.4 -0.7 0.3
0.3 -0.3 0.2
-0.3 -0.2 0.1
-0.5 0.4 0.4
-0.1 -0.2 -0.4
-0.2 0.0 -0.1
0.0 -0.3 -0.3
-0.1 0.3 0.0
0.4 0.4 0.1
0.6 0.0 -0.2
-1.0 1.5 0.7
1.3 1.1 -0.9
-0.1 -0.6 0.7
0.2 -1.6 -1.2
-0.7 -0.8 0.2
0.5 -0.3 -0.3
0.4 0.0 -0.3
-0.4 0.1 0.1
-0.5 -0.2 0.3
-0.2 0.1 0.3
0.2 0.1 -0.1
-0.3 0.7 0.1
0.5 0.0 0.4
0.0 2.5 1.1
-0.2 -0.9 0.1
-0.7 -0.6 0.4
0.6 1.0 -0.2
-0.2 -1.7 -0.6
-0.4 -0.5 -0.1
-0.3 -0.3 -0.8
0.3 0.1 0.0
-0.2 0.0 -0.4
0.5 -0.2 -0.1
0.2 -0.1 0.2
0.0 0.6 0.4
0.4 0.3 -0.2
0.1 1.3 1.0
-0.7 -1.6 -0.6
0.3 0.3 -0.4
0.0 0.3 -0.7
0.4 0.0 0.4
-0.2 -0.1 -0.4
0.0 -0.1 0.2
0.1 0.2 0.4
-0.1 -0.2 0.1
-1.1 -0.7 0.5
1.7 0.6 -0.1
-0.5 0.9 -1.6
0.5 0.2 1.2
0.0 -0.2 0.8
-0.2 -0.5 -0.4
-0.4 -0.2 -0.1
-0.1 0.2 -0.2
0.1 -0.1 -0.2
-0.2 0.0 0.2
0.8 -0.2 -0.3
-0.1 -0.1 0.2
-1.1 0.9 0.3
0.0 0.0 0.2
-0.1 0.1 -0.4
-0.2 -0.5 -0.4
0.5 -0.2 0.1
0.4 0.0 0.0
-1.0 1.1 -0.3
1.9 -1.3 -0.2
-1.0 -0.2 1.4
-0.2 0.9 -1.3
-0.2 0.1 -0.2
0.1 0.1 -0.1
-0.1 -0.4 0.3
0.3 0.0 0.5
0.2 -0.2 0.1
0.2 0.2 0.1
-0.6 0.3 0.2
0.6 0.1 0.3
-0.3 -0.6 0.2
-0.5 -0.1 -0.4
-0.1 -0.1 -0.2
0.3 0.2 -0.2
0.2 -0.1 -0.2
0.1 0.2 0.2